Record 1
A 8-piece molecular cluster, C41H53IO29 overall at a distorted geometry. Source: the OMol25 dataset; level of theory: ωB97M-V/def2-TZVPD.

## Properties
Molar mass in g/mol: 1136.750
Total charge: 0
Gap between HOMO and LUMO in eV: 8.065
SMILES string: CCOCCOCC1=C(CCCOC(C)=O)C(=O)C(CC=O)=C(CC(=O)I)C1=O.O=C1OCCO1.O=C1OCCO1.O=C1OCCO1.O=C1OCCO1.O=C1OCCO1.O=C1OCCO1.O=C1OCCO1

Each line ends with the Löwdin charge.
Positions of all 124 atoms, in Å:
C -0.60 0.02 5.87  -0.082
C 0.72 -0.68 5.55  -0.267
O 0.67 -1.26 4.24  -0.207
C 0.08 -2.53 4.28  -0.185
C -0.18 -3.02 2.83  -0.153
O 0.34 -2.08 1.90  -0.144
C 0.34 -2.56 0.57  -0.134
C -0.30 -1.55 -0.32  -0.048
C 0.03 -1.27 -1.57  -0.080
C 1.17 -1.91 -2.32  -0.099
C 2.51 -1.47 -1.71  -0.155
C 3.12 -0.27 -2.41  -0.159
O 4.33 0.09 -1.72  -0.019
C 4.11 0.89 -0.63  -0.525
C 4.59 0.41 0.71  0.025
O 3.57 1.97 -0.74  0.113
C -0.80 -0.25 -2.27  -0.263
O -1.09 -0.31 -3.44  0.139
C -1.24 0.92 -1.42  -0.054
C -1.29 2.24 -2.11  -0.077
C -2.62 2.94 -2.00  -0.224
O -3.57 2.60 -2.67  0.067
C -1.54 0.64 -0.15  -0.084
C -1.96 1.64 0.88  -0.123
C -0.80 2.56 1.18  -0.791
O -0.58 3.59 0.63  0.023
I 0.57 1.90 2.73  0.965
C -1.43 -0.79 0.29  -0.270
O -2.23 -1.27 1.05  0.154
H -1.46 -0.54 5.52  0.069
H -0.69 0.16 6.95  0.076
H -0.62 0.99 5.37  0.008
H 0.97 -1.47 6.26  0.104
H 1.51 0.06 5.51  0.105
H 0.73 -3.24 4.79  0.119
H -0.88 -2.51 4.79  0.115
H 0.33 -3.98 2.71  0.123
H -1.25 -3.10 2.64  0.117
H 1.36 -2.81 0.29  0.129
H -0.23 -3.49 0.51  0.144
H 1.08 -2.99 -2.30  0.125
H 1.10 -1.58 -3.35  0.118
H 2.41 -1.24 -0.65  0.102
H 3.23 -2.29 -1.76  0.126
H 2.43 0.57 -2.44  0.126
H 3.43 -0.55 -3.41  0.133
H 4.01 0.93 1.46  0.072
H 5.63 0.67 0.85  0.087
H 4.46 -0.66 0.83  0.086
H -0.46 2.89 -1.84  0.130
H -1.18 2.04 -3.17  0.088
H -2.75 3.76 -1.28  0.126
H -2.85 2.22 0.62  0.129
H -2.17 1.11 1.80  0.103
O -3.49 0.61 -8.79  0.152
C -3.53 0.93 -7.64  -0.573
O -4.08 0.16 -6.67  0.032
C -3.74 0.74 -5.40  -0.094
C -3.49 2.19 -5.77  -0.113
O -3.05 2.08 -7.14  0.073
H -4.55 0.63 -4.69  0.135
H -2.85 0.25 -5.01  0.115
H -4.40 2.79 -5.75  0.137
H -2.73 2.65 -5.16  0.098
O 3.57 -2.89 5.79  0.155
C 4.05 -2.20 6.64  -0.573
O 5.35 -2.21 6.99  0.069
C 5.58 -1.10 7.88  -0.101
C 4.20 -0.86 8.44  -0.104
O 3.35 -1.32 7.38  0.045
H 6.31 -1.35 8.63  0.135
H 5.94 -0.26 7.30  0.099
H 3.99 -1.45 9.33  0.117
H 4.00 0.19 8.67  0.133
O -7.01 -4.93 -7.34  0.157
C -6.35 -4.09 -7.87  -0.580
O -6.53 -2.76 -7.69  0.040
C -5.42 -2.08 -8.31  -0.117
C -4.95 -3.09 -9.33  -0.105
O -5.34 -4.33 -8.73  0.063
H -5.74 -1.14 -8.75  0.129
H -4.67 -1.87 -7.55  0.116
H -5.47 -2.98 -10.29  0.132
H -3.88 -3.06 -9.50  0.135
O 7.76 0.95 7.52  0.151
C 7.91 1.46 6.46  -0.565
O 8.09 0.78 5.31  0.067
C 8.00 1.71 4.22  -0.113
C 8.34 3.02 4.89  -0.113
O 7.91 2.79 6.24  0.067
H 8.69 1.44 3.43  0.133
H 6.98 1.69 3.83  0.131
H 9.41 3.23 4.90  0.134
H 7.81 3.87 4.46  0.133
O 3.27 0.55 11.37  0.169
C 3.90 -0.13 12.11  -0.565
O 4.85 -1.02 11.71  0.039
C 5.54 -1.48 12.87  -0.112
C 4.52 -1.25 13.97  -0.115
O 3.77 -0.15 13.45  0.067
H 5.82 -2.53 12.76  0.133
H 6.44 -0.88 13.01  0.134
H 3.85 -2.10 14.10  0.134
H 4.97 -1.00 14.92  0.133
O -0.20 2.94 -4.93  0.157
C -0.32 4.12 -5.02  -0.564
O -0.73 4.93 -4.01  0.050
C -0.54 6.29 -4.42  -0.106
C -0.56 6.17 -5.93  -0.107
O -0.08 4.84 -6.14  0.077
H -1.33 6.92 -4.03  0.134
H 0.42 6.64 -4.04  0.135
H -1.56 6.25 -6.35  0.135
H 0.09 6.89 -6.42  0.134
O -11.76 -1.80 -11.93  0.166
C -11.07 -1.99 -10.98  -0.571
O -11.50 -2.54 -9.82  0.059
C -10.36 -2.82 -9.00  -0.111
C -9.34 -1.85 -9.55  -0.115
O -9.75 -1.69 -10.91  0.060
H -10.58 -2.66 -7.95  0.134
H -10.07 -3.86 -9.15  0.136
H -9.38 -0.88 -9.05  0.136
H -8.32 -2.23 -9.50  0.113


Record 2
C41H54As2BN13OSW as an isolated structure at a distorted geometry. Source: the OMol25 dataset; level of theory: ωB97M-V/def2-TZVPD.

## Properties
Energy above the lowest of the compared OMol25 structures with the same formula, charge and spin in kJ/mol: 186.2
Molar mass in g/mol: 1121.536
Total charge: +3
Gap between HOMO and LUMO (spin up / spin down) in eV: 6.204 / 6.208
Expectation value of S²: 0.7717
2S+1: 2

Each line ends with the Löwdin charge.
Positions of all 114 atoms, in Å:
W 0.09 -0.69 -0.42  1.581
C -1.53 -3.83 1.06  -0.018
C -1.95 -3.29 -0.27  -0.332
C -3.07 -3.72 -0.95  0.027
C -3.14 -2.93 -2.08  -0.004
N -2.12 -2.07 -2.07  -0.004
N -1.36 -2.28 -0.96  -0.164
B -1.62 -1.12 -3.18  -0.670
N -0.17 -1.58 -3.45  0.055
C 0.37 -2.18 -4.51  -0.006
C 1.74 -2.24 -4.34  0.028
C 1.98 -1.64 -3.10  -0.312
C 3.31 -1.38 -2.50  -0.034
N 0.81 -1.28 -2.54  -0.027
N -1.50 0.36 -2.69  0.033
C -1.89 1.42 -3.41  0.008
C -1.13 2.51 -3.06  0.040
C -0.26 2.06 -2.09  -0.301
C 0.85 2.82 -1.45  -0.031
N -0.50 0.76 -1.84  -0.142
N -2.57 -1.12 -4.35  -0.028
C -2.42 -1.16 -5.70  -0.062
C -3.65 -0.96 -6.26  0.008
C -4.53 -0.78 -5.17  -0.329
C -5.99 -0.51 -5.21  -0.017
N -3.86 -0.87 -4.03  0.101
H -1.95 -4.82 1.18  0.102
H -1.94 -3.21 1.86  0.078
H -0.45 -3.88 1.16  0.048
H -3.73 -4.51 -0.67  0.129
H -3.87 -2.91 -2.87  0.134
H -0.23 -2.54 -5.33  0.129
H 2.48 -2.64 -5.01  0.127
H 4.08 -1.81 -3.14  0.108
H 3.39 -1.82 -1.51  0.019
H 3.48 -0.31 -2.42  0.066
H -2.68 1.33 -4.13  0.141
H -1.18 3.51 -3.47  0.133
H 1.36 3.42 -2.20  0.118
H 1.57 2.12 -1.01  0.019
H 0.48 3.50 -0.69  0.064
H -1.47 -1.29 -6.19  0.108
H -3.91 -0.96 -7.31  0.117
H -6.39 -0.72 -6.20  0.086
H -6.20 0.54 -4.99  0.085
H -6.52 -1.10 -4.47  0.083
S -2.45 -0.18 0.19  0.829
C -2.68 1.55 0.03  -0.656
C -3.83 2.06 -0.56  -0.078
C -4.01 3.43 -0.65  -0.037
C -3.03 4.29 -0.15  -0.038
C -1.88 3.79 0.44  -0.075
C -1.71 2.41 0.54  -0.414
As -0.19 1.48 1.31  1.333
C -0.96 1.05 3.09  -0.394
C -0.08 0.89 4.16  -0.150
C -0.57 0.61 5.43  -0.071
C -1.93 0.47 5.64  -0.050
C -2.81 0.65 4.58  -0.041
C -2.33 0.95 3.32  -0.101
C 0.79 3.08 2.00  -0.335
C 0.29 3.74 3.12  -0.092
C 0.90 4.90 3.57  -0.032
C 2.01 5.42 2.91  -0.038
C 2.50 4.77 1.79  -0.053
C 1.90 3.61 1.34  -0.168
H -4.57 1.36 -0.96  0.119
H -4.90 3.83 -1.10  0.123
H -3.18 5.36 -0.23  0.121
H -1.14 4.47 0.83  0.110
H 0.98 1.04 4.02  0.093
H 0.12 0.53 6.27  0.117
H -2.31 0.23 6.63  0.121
H -3.88 0.58 4.74  0.122
H -3.03 1.16 2.53  0.082
H -0.58 3.36 3.64  0.111
H 0.50 5.40 4.44  0.124
H 2.48 6.32 3.27  0.123
H 3.36 5.18 1.26  0.118
H 2.29 3.11 0.46  0.023
C 0.04 -2.86 4.27  -0.003
N 1.17 -2.15 3.64  -0.139
C 2.44 -2.42 4.32  -0.035
C 1.17 -2.09 2.28  -0.398
N 0.23 -1.50 1.59  -0.027
N 2.21 -2.73 1.64  0.187
C 2.16 -3.18 0.35  -0.477
N 3.20 -3.96 -0.04  0.204
N 1.20 -2.78 -0.42  0.067
H -0.04 -2.54 5.31  0.100
H 0.20 -3.94 4.24  0.110
H -0.90 -2.63 3.77  0.081
H 2.72 -3.48 4.30  0.107
H 2.33 -2.13 5.36  0.112
H 3.23 -1.81 3.89  0.090
H -0.52 -1.24 2.24  0.051
H 2.86 -3.20 2.27  0.136
H 3.66 -4.54 0.65  0.134
H 3.10 -4.43 -0.93  0.138
H 1.20 -3.28 -1.30  0.105
C 4.30 2.02 -0.72  -0.159
As 3.71 0.51 0.33  1.091
C 5.11 -0.80 0.02  -0.176
C 3.81 0.98 2.21  -0.153
O 2.14 0.03 -0.06  -0.675
H 5.32 2.24 -0.39  0.070
H 3.69 2.90 -0.57  0.021
H 4.33 1.77 -1.78  0.055
H 5.94 -0.52 0.66  0.062
H 5.43 -0.76 -1.01  0.050
H 4.79 -1.81 0.26  0.020
H 4.71 0.56 2.65  0.053
H 2.92 0.60 2.72  0.019
H 3.84 2.06 2.32  0.041